1.
DFT (ωB97M-V/def2-TZVPD) results for one molecule with the formula C5H7N at a distorted geometry.

The geometry in XYZ format:
```
13
Properties=species:S:1:pos:R:3:forces:R:3:mulliken_charge:R:1
C -1.038 0.906 -0.252 1.2 0.5 -0.1 0.2765
C -1.386 -0.093 0.718 0.1 1.8 0.2 -0.4397
C 0.123 0.083 -1.485 -0.3 1.2 -0.1 -0.5721
C 0.039 -0.101 0.045 0.7 0.4 -0.4 0.6272
C 1.236 -0.234 0.915 1.8 0.6 -0.1 -1.2991
N -1.001 1.087 -1.528 -0.5 -0.2 0.1 -0.6543
H -1.405 0.335 1.751 0.4 -1.0 -0.8 0.2414
H -2.135 -0.748 0.412 -1.4 -1.3 0.0 0.2863
H 1.021 0.445 -1.978 0.6 0.4 1.0 0.2904
H -0.149 -0.671 -2.162 -1.0 -1.7 -0.6 0.2663
H 1.073 -1.042 1.553 -0.3 -1.6 1.3 0.4011
H 1.419 0.610 1.624 0.1 -0.3 -0.9 0.2753
H 2.202 -0.578 0.386 -1.5 1.1 0.4 0.3006
```
Forces are in eV/Å.

The HOMO energy comes out at -7.9023 eV. For the molar mass, the calculation gives 81.118 g mol⁻¹. The total energy comes out at -6782.9938 eV. Its energy above the lowest of the compared OMol25 structures with the same formula, charge and spin is 532.5 kJ/mol. Its net charge is 0. For the gap between HOMO and LUMO, the calculation gives 8.47 eV.



2.
DFT (ωB97M-V/def2-TZVPD) results for a 2-piece molecular cluster, C4H11N2 overall at a distorted geometry.

The geometry in XYZ format:
```
17
Properties=species:S:1:pos:R:3:forces:R:3:mulliken_charge:R:1
C 2.121 0.797 -0.337 -2.3 1.7 -0.2 -0.5088
C 1.212 0.506 0.616 3.0 -4.1 0.0 -0.8312
C -1.161 -0.982 0.160 -0.4 1.9 -1.8 -0.5703
C -0.847 0.423 -0.398 0.8 -2.6 0.0 -0.0943
N -1.336 1.518 0.077 -2.5 -0.9 1.3 -0.2435
N -0.078 -1.846 0.041 0.2 -1.8 1.8 -0.4853
H 2.163 1.813 -0.789 0.6 -0.6 0.9 0.2628
H 2.628 0.056 -0.821 1.3 -1.9 -1.7 0.3695
H 1.230 1.290 1.259 -1.8 2.4 2.2 0.4392
H -1.526 -1.023 1.157 -0.6 0.4 0.9 0.4550
H -1.931 -1.326 -0.552 -0.6 0.5 0.2 0.3752
H -0.351 0.249 -1.371 -0.6 1.3 0.4 0.4399
H -1.979 1.353 0.923 1.4 1.0 -1.6 0.3184
H -1.450 2.351 -0.482 0.1 0.2 0.1 0.2850
H 1.161 -0.635 0.999 0.1 3.1 -0.7 0.3991
H 0.543 -1.767 -0.706 0.7 0.0 -1.5 0.1682
H -0.401 -2.778 0.223 0.4 -0.5 -0.3 0.2212
```
Forces are in eV/Å.

The HOMO energy comes out at -13.4793 eV. For the molar mass, the calculation gives 87.146 g mol⁻¹. The total energy comes out at -7296.4992 eV. Its energy above the lowest of the compared OMol25 structures with the same formula, charge and spin is 429.3 kJ/mol. Its net charge is +1. For the gap between HOMO and LUMO, the calculation gives 8.71 eV.